Density functional theory data (the ωB97M-V functional and the def2-TZVPD basis) for a 9-piece molecular cluster, C6H30N12O9 overall in a non-equilibrium geometry.

Relative energy (zero: lowest compared OMol25 entry of this formula, charge and spin), kJ/mol: 2.2
Lowest unoccupied orbital energy, eV: -0.03
Orbital gap, eV: 9.272
F_max, Eh/bohr: 0.028
SMILES: NC(N)=O.NC(N)=O.NC(N)=O.NC(N)=O.NC(N)=O.NC(N)=O.O.O.O

The geometry in XYZ format:
```
57
Properties=species:S:1:pos:R:3:forces:R:3
C -3.434028 14.923069 14.328730 -0.099 0.040 0.552
O -3.950774 15.135154 15.418920 0.120 -0.218 -0.532
N -2.227434 15.452245 13.972315 0.176 0.260 -0.245
N -3.963003 14.116023 13.353580 -0.057 0.115 0.353
H -1.726817 16.035936 14.613968 -0.111 -0.031 0.108
H -1.770771 15.148761 13.134699 0.149 -0.024 0.004
H -3.718837 14.292363 12.396917 -0.125 -0.206 -0.176
H -4.840295 13.681281 13.572290 -0.016 0.066 -0.066
C -7.806028 11.355209 15.694637 0.714 0.172 0.729
O -6.954957 11.640539 14.858566 -0.733 0.007 0.165
N -9.082581 10.981235 15.402305 0.053 0.166 -1.048
N -7.547600 11.390300 17.032363 0.226 0.045 0.415
H -9.760956 10.715249 16.083737 -0.077 -0.078 0.137
H -9.313095 10.954394 14.423100 -0.140 -0.096 0.146
H -8.224269 11.151599 17.729529 -0.219 -0.080 -0.073
H -6.620100 11.558237 17.380212 0.107 0.098 -0.422
C -6.147036 12.748402 6.766180 0.526 -1.343 0.001
O -7.294854 12.477205 7.112084 0.415 0.462 0.155
N -5.133158 11.814555 6.770694 -0.629 0.925 -0.061
N -5.770924 13.965055 6.295698 -0.441 0.196 0.077
H -5.254569 10.923275 7.218230 -0.069 -0.015 0.017
H -4.233401 12.110572 6.446530 0.241 -0.384 0.054
H -6.450233 14.698687 6.403321 0.121 0.070 -0.081
H -4.801765 14.204932 6.218733 0.043 0.181 -0.027
C -4.946735 8.888668 13.903880 0.859 0.453 -0.830
O -4.096232 9.767615 14.020540 -0.472 -0.642 0.135
N -6.248072 9.144069 13.660749 -1.269 0.206 0.041
N -4.619895 7.549646 13.859956 0.299 0.875 0.258
H -6.614621 10.084857 13.622081 0.517 0.010 0.298
H -6.918893 8.422545 13.480863 0.167 -0.248 -0.104
H -5.319284 6.839826 13.897846 0.154 -0.359 -0.113
H -3.630961 7.390457 13.793054 -0.147 -0.484 0.196
C -6.369116 8.713280 9.179128 0.213 -0.964 0.179
O -6.503734 7.565199 8.762783 0.034 0.352 0.121
N -5.238375 9.157434 9.801879 -0.381 0.478 -0.459
N -7.361953 9.641937 9.106032 0.044 0.032 -0.037
H -5.237213 10.113632 10.122409 0.360 -0.098 0.379
H -4.492309 8.515909 9.976961 0.071 -0.011 0.039
H -7.153013 10.613406 9.266288 -0.258 0.045 -0.007
H -8.196279 9.341909 8.642002 -0.063 0.208 -0.120
C -7.042805 12.594778 10.896891 -0.859 -0.711 0.589
O -6.005532 12.031006 10.506332 -0.072 0.558 -0.281
N -7.308684 12.767528 12.212609 0.928 0.002 -0.139
N -8.081913 12.921226 10.082867 0.501 0.195 -0.362
H -6.555270 12.571447 12.848102 -0.275 -0.262 0.192
H -8.183033 13.111893 12.571218 0.047 0.224 -0.094
H -8.797365 13.505251 10.478434 -0.182 -0.004 -0.168
H -7.905205 12.966222 9.085852 -0.120 -0.082 0.067
O -3.885139 13.593327 9.517233 0.024 0.133 0.315
H -4.092066 13.492205 8.587980 -0.072 -0.074 -0.085
H -4.587997 13.089810 9.970017 0.065 -0.098 -0.152
O -9.854040 11.509207 7.105123 0.290 0.033 0.047
H -8.915401 11.775923 7.035050 -0.462 -0.148 -0.023
H -9.838124 10.548363 7.122009 -0.041 0.031 -0.067
O -9.849609 14.205970 12.686319 -0.160 0.101 0.071
H -9.833888 15.170405 12.705456 0.069 -0.086 0.006
H -10.449105 13.956330 13.398742 0.016 0.003 -0.077
```
Forces are in eV/Å.

Mulliken population analysis, charges in e, atoms 1 to 8: number 1, C, carries 0.506; number 2, O, carries -0.649; number 3, N, carries -0.386; number 4, N, carries -0.282; number 5, H, carries 0.218; number 6, H, carries 0.173; number 7, H, carries 0.213; number 8, H, carries 0.181